Record 1
56
Properties=species:S:1:pos:R:3:mulliken_spin:R:1 method="wB97M-V/def2-TZVPD" de_lowest_kcal_mol=0.0 spin_multiplicity=2 total_charge=+3
In 0.69 0.95 1.01 0.00
N 2.75 1.52 1.85 0.00
C 2.84 1.24 3.31 0.00
C 2.04 -0.01 3.65 0.00
N 0.67 0.03 3.06 0.00
C -0.38 0.75 3.82 0.00
C -0.41 2.25 3.54 0.00
N -0.49 2.53 2.06 0.00
H 3.06 2.46 1.65 0.00
H 3.39 0.92 1.34 0.00
H 3.88 1.08 3.61 0.00
H 2.48 2.11 3.85 0.00
H 2.53 -0.89 3.24 0.00
H 1.98 -0.14 4.73 0.00
H 0.34 -0.93 2.94 0.00
H -1.33 0.31 3.54 0.00
H -0.25 0.59 4.90 0.00
H -1.27 2.69 4.04 0.00
H 0.48 2.75 3.91 0.00
H -1.47 2.53 1.76 0.00
H -0.15 3.47 1.88 0.00
N -0.40 3.62 -3.97 -0.04
C -1.67 3.91 -3.73 0.34
C -1.93 3.39 -2.40 0.36
N -0.83 2.83 -1.90 -0.06
C 0.10 2.97 -2.86 0.27
H 0.13 3.84 -4.81 0.00
H -2.31 4.43 -4.43 0.00
H -2.87 3.45 -1.88 0.01
H 1.12 2.62 -2.81 0.11
F 1.95 -0.62 -0.11 0.00
P 2.38 0.09 -1.59 0.00
F 1.74 1.62 -0.71 0.00
F 3.76 0.46 -0.94 0.00
F 2.80 -1.25 -2.21 0.00
F 2.62 1.03 -2.83 0.00
F 0.83 -0.06 -1.99 0.00
C -0.84 -3.27 -2.91 0.00
C -1.81 -4.01 -2.00 0.00
C -1.08 -4.95 -1.04 0.00
C -2.75 -3.05 -1.28 0.00
N -2.01 -2.10 -0.41 0.00
C -1.50 -0.91 -0.70 0.00
N -0.88 -0.48 0.39 0.00
N -1.02 -1.45 1.33 0.00
N -1.70 -2.41 0.85 0.00
H -0.31 -3.97 -3.56 0.00
H -0.07 -2.74 -2.34 0.00
H -1.35 -2.55 -3.57 0.00
H -2.48 -4.61 -2.63 0.00
H -0.37 -4.41 -0.41 0.00
H -0.51 -5.69 -1.61 0.00
H -1.78 -5.48 -0.40 0.00
H -3.44 -3.57 -0.62 0.00
H -3.32 -2.44 -1.98 0.00
H -1.57 -0.42 -1.65 0.00


Record 2
12
Properties=species:S:1:pos:R:3:nbo_charge:R:1 method="wB97M-V/def2-TZVPD" de_lowest_kcal_mol=18.4
C -0.37 1.21 -0.02 -0.66
C 0.31 -0.08 0.40 0.09
C -0.42 -1.35 0.00 -0.62
O 1.68 -0.11 -0.06 -0.71
H -0.71 1.25 -1.08 0.20
H -1.27 1.57 0.46 0.23
H 0.26 2.03 0.08 0.21
H 0.45 -0.24 1.43 0.17
H -0.81 -1.19 -0.99 0.19
H -1.14 -1.50 0.72 0.21
H 0.37 -2.06 -0.15 0.23
H 1.65 0.46 -0.77 0.45


Record 3
82
Properties=species:S:1:pos:R:3:mulliken_charge:R:1 method="wB97M-V/def2-TZVPD" e_tot_ev=-55134.3780 total_charge=+2
Hg 3.34 -1.48 -0.16 1.69
Hg 1.28 -3.00 -2.14 0.97
O 1.13 -2.32 -0.08 -1.05
C 0.00 -1.50 -0.03 0.77
C -0.58 -0.82 -1.33 0.32
O -0.48 -1.66 -2.42 -0.86
H 0.23 -0.69 0.68 -0.11
H -0.82 -2.03 0.47 -0.09
H 0.02 0.05 -1.63 -0.06
H -1.55 -0.35 -1.15 0.37
C 2.89 1.31 -6.08 0.22
O 3.85 1.86 -6.54 -0.51
N 2.91 0.39 -5.06 0.10
C 1.70 -0.24 -4.57 -0.72
C 4.05 0.07 -4.24 -0.73
H 1.84 1.45 -6.39 0.29
H 1.94 -1.31 -4.48 0.19
H 0.83 -0.09 -5.21 0.33
H 1.46 0.19 -3.59 0.13
H 3.88 0.45 -3.22 0.07
H 4.15 -1.02 -4.11 0.26
H 4.98 0.42 -4.67 0.35
C -1.56 1.50 2.53 0.61
O -1.06 2.27 3.33 -0.69
N -2.77 0.96 2.59 0.08
C -3.38 0.30 1.46 -0.52
C -3.68 1.15 3.71 -1.01
H -1.07 1.18 1.59 -0.04
H -4.22 -0.36 1.66 0.42
H -2.59 -0.28 0.95 -0.21
H -3.67 0.94 0.62 0.31
H -3.93 0.17 4.14 0.33
H -3.21 1.73 4.50 0.34
H -4.61 1.65 3.45 0.36
C 2.50 1.92 -0.80 -0.07
O 2.71 0.73 -0.52 -0.49
N 2.14 2.81 0.11 0.21
C 2.04 4.27 -0.08 -0.98
C 1.89 2.41 1.47 -0.70
H 2.76 2.37 -1.77 0.38
H 2.40 4.54 -1.07 0.35
H 2.66 4.79 0.65 0.33
H 0.99 4.54 -0.03 0.36
H 1.99 1.33 1.57 -0.13
H 2.69 2.71 2.16 0.34
H 0.94 2.82 1.82 0.44
C -2.46 2.36 -2.23 0.39
O -3.51 2.24 -1.62 -0.64
N -1.89 3.52 -2.62 0.08
C -0.60 3.59 -3.29 -0.51
C -2.58 4.79 -2.44 -0.97
H -1.79 1.54 -2.54 0.16
H -0.17 2.61 -3.49 -0.03
H 0.12 4.08 -2.63 0.20
H -0.58 4.15 -4.22 0.38
H -2.58 5.32 -3.39 0.33
H -3.61 4.65 -2.14 0.32
H -2.04 5.37 -1.68 0.31
C -3.06 -6.96 1.09 0.14
O -3.41 -7.82 0.32 -0.55
N -3.46 -5.66 1.04 0.10
C -3.04 -4.63 1.99 -0.82
C -4.33 -5.18 -0.02 -0.84
H -2.36 -7.14 1.92 0.29
H -2.23 -4.03 1.55 0.15
H -2.76 -5.12 2.92 0.39
H -3.82 -3.89 2.18 0.29
H -3.72 -4.49 -0.61 0.24
H -4.77 -5.98 -0.60 0.31
H -5.16 -4.60 0.39 0.30
C 4.13 -1.29 3.24 0.15
O 3.97 -0.78 2.12 -0.71
N 3.18 -1.26 4.17 0.14
C 3.41 -1.77 5.52 -0.89
C 1.89 -0.62 3.96 -0.69
H 4.98 -1.91 3.56 0.35
H 4.36 -2.32 5.54 0.29
H 2.68 -2.47 5.93 0.33
H 3.52 -0.98 6.26 0.37
H 1.65 -0.83 2.92 0.00
H 1.15 -1.08 4.62 0.40
H 1.88 0.44 4.21 0.32


Record 4
11
Properties=species:S:1:pos:R:3:nbo_charge:R:1 method="wB97M-V/def2-TZVPD" de_lowest_kcal_mol=43.5
H -0.07 0.49 2.06 0.37
N -0.25 0.27 1.09 -0.76
C -1.35 -0.10 0.62 0.30
N -1.49 -0.32 -0.73 -0.81
H -2.29 -0.29 1.13 0.14
H -2.27 -0.89 -1.02 0.38
H -0.63 -0.48 -1.23 0.40
C 2.09 0.33 -0.46 0.30
O 1.94 0.40 -1.65 -0.55
H 2.16 -0.64 0.06 0.11
H 2.16 1.25 0.14 0.11


Record 5
8
Properties=species:S:1:pos:R:3:nbo_charge:R:1 method="wB97M-V/def2-TZVPD" de_lowest_kcal_mol=32.2 total_charge=-1
C -0.07 -0.36 1.31 0.32
C 0.00 0.75 -1.11 0.66
C 0.37 -0.61 -0.53 0.48
O 0.67 1.56 -1.67 -0.68
O 0.86 0.10 1.89 -0.59
O -1.22 0.74 -0.86 -0.70
O 0.48 -1.75 -0.96 -0.58
H -1.08 -0.44 1.93 0.10